88
Properties=species:S:1:pos:R:3:forces:R:3 method="wB97M-V/def2-TZVPD" relative_energy_kj_mol=0.00 s_squared=8.801 homo_energy_ev="-9.907 / -10.458" charge=+1 multiplicity=6 homo_lumo_gap_ha="0.278 / 0.207"
Ru -0.2710 -0.3755 -0.6609 -0.01 0.02 -0.01
Cl -6.3890 -1.0784 3.6894 -0.01 0.00 0.01
C -5.1943 -0.9863 2.4609 0.01 0.00 -0.02
C -3.8610 -1.2598 2.7551 -0.01 0.01 0.01
Cl -3.3941 -1.6885 4.3511 0.00 0.00 0.00
C -2.9030 -1.1695 1.7562 0.04 -0.01 -0.07
Cl -1.2347 -1.4709 2.0980 -0.06 0.02 0.08
C -3.2203 -0.7955 0.4455 -0.03 0.07 0.08
O -2.3129 -0.6240 -0.4820 0.08 -0.09 -0.03
C -4.5736 -0.5416 0.1707 0.03 -0.01 -0.01
Cl -4.9720 -0.0346 -1.4297 -0.01 0.00 -0.01
C -5.5452 -0.6295 1.1574 0.01 -0.01 0.02
Cl -7.1792 -0.2625 0.7818 0.00 0.00 0.00
Br 2.1907 -2.3372 -2.9301 0.00 -0.01 -0.02
C 0.4001 -2.9472 -3.1188 0.01 0.01 0.00
C 0.1628 -3.9979 -3.9885 0.00 0.00 0.00
C -1.1476 -4.4182 -4.1358 0.01 0.00 0.01
C -2.1437 -3.7703 -3.4225 0.00 0.00 0.00
C -1.7922 -2.7343 -2.5782 -0.01 0.00 0.00
N -0.5253 -2.3236 -2.4146 0.03 0.01 0.00
H 0.9772 -4.4600 -4.5258 0.00 0.00 0.00
H -1.3832 -5.2367 -4.8026 0.00 0.00 0.00
H -3.1808 -4.0585 -3.5136 -0.01 0.00 0.00
H -2.5311 -2.1948 -2.0026 -0.02 0.01 0.01
C 0.2158 3.3981 -0.2082 -0.01 -0.03 -0.01
P -0.1219 1.8880 0.7672 -0.01 -0.04 0.00
C 1.1713 1.8950 2.0464 -0.01 0.02 0.01
C 0.9925 1.1519 3.2153 0.03 -0.06 -0.05
C 1.9934 1.0912 4.1702 0.03 0.00 0.00
C 3.1913 1.7679 3.9723 -0.03 -0.01 0.01
C 3.3744 2.5127 2.8189 -0.01 0.02 -0.02
C 2.3702 2.5774 1.8612 0.01 0.03 0.03
C -1.6379 2.3812 1.6544 0.07 0.06 0.05
C -1.6079 3.0106 2.8995 -0.01 -0.08 -0.02
C -2.7886 3.4062 3.5081 -0.03 -0.01 0.00
C -4.0081 3.1916 2.8786 0.01 0.00 0.03
C -4.0450 2.5912 1.6300 0.01 0.00 -0.03
C -2.8637 2.1898 1.0232 -0.01 0.03 0.01
H 0.3268 4.2619 0.4478 0.00 0.01 -0.02
H -0.6416 3.5573 -0.8629 0.00 0.02 -0.02
H 1.1051 3.2872 -0.8293 -0.01 -0.02 0.01
H 0.0586 0.6322 3.3906 0.00 0.00 -0.02
H 1.8355 0.5180 5.0746 0.00 0.00 0.01
H 3.9699 1.7247 4.7223 0.01 0.00 0.00
H 4.2977 3.0553 2.6617 0.01 0.00 0.00
H 2.5335 3.1700 0.9712 -0.01 0.01 0.00
H -0.6645 3.1818 3.4009 -0.02 0.03 0.01
H -2.7575 3.8840 4.4781 0.00 0.01 0.01
H -4.9268 3.4972 3.3610 -0.01 0.00 0.00
H -4.9905 2.4291 1.1270 0.00 0.01 0.00
H -2.8976 1.7213 0.0495 -0.01 -0.03 -0.06
N 0.8433 1.3521 -6.0167 0.01 -0.01 -0.02
C -0.0354 1.3290 -4.9774 0.00 -0.01 0.03
C 0.3130 0.7514 -3.7424 0.03 0.00 0.00
N -0.5241 0.7618 -2.7191 -0.08 0.03 -0.03
C -1.7218 1.3389 -2.8936 0.01 0.00 -0.01
C -2.0488 1.9003 -4.1131 0.00 0.00 0.01
N -1.2220 1.9016 -5.1517 0.01 0.01 -0.02
H 1.6168 0.7115 -6.0253 0.01 0.01 0.00
H 0.4716 1.6284 -6.9101 0.00 0.01 -0.01
H 1.2754 0.2726 -3.6075 -0.01 0.00 -0.01
H -2.4179 1.3138 -2.0695 -0.01 -0.01 0.02
H -3.0173 2.3626 -4.2592 -0.01 0.00 0.00
C 2.0188 -2.3581 2.8231 0.00 -0.03 -0.02
Si 1.9894 -2.6527 0.9779 -0.03 -0.04 0.01
C 0.5759 -3.7548 0.4419 0.01 0.06 0.00
C 3.5623 -3.5073 0.4360 -0.01 0.03 0.00
N 1.7780 -1.0608 0.1410 -0.02 0.04 -0.01
C 2.7965 -0.2092 -0.0418 0.04 -0.03 -0.04
C 4.0273 -0.2797 0.6766 0.02 0.00 0.03
C 5.0597 0.5878 0.4099 -0.01 -0.02 0.00
C 4.9327 1.5568 -0.5843 -0.02 0.00 -0.02
C 3.7355 1.6705 -1.2946 0.00 0.00 0.00
C 2.6886 0.8262 -1.0177 -0.02 0.03 -0.03
H 1.9625 -3.3229 3.3328 0.00 -0.01 0.01
H 1.1912 -1.7445 3.1751 -0.03 0.00 0.00
H 2.9387 -1.8676 3.1447 0.02 0.01 0.00
H 0.9215 -4.4502 -0.3265 0.00 0.01 -0.02
H -0.2704 -3.2019 0.0384 -0.02 -0.02 0.03
H 0.2081 -4.3441 1.2839 0.02 -0.01 0.02
H 3.5793 -4.4852 0.9255 -0.01 -0.01 0.00
H 4.4910 -2.9992 0.6889 -0.01 -0.01 0.01
H 3.5529 -3.6871 -0.6399 0.01 0.00 0.00
H 4.1358 -1.0048 1.4686 -0.01 0.00 0.01
H 5.9775 0.5170 0.9780 0.00 0.00 0.01
H 5.7559 2.2243 -0.8002 0.00 0.00 0.00
H 3.6326 2.4264 -2.0628 0.00 0.00 0.00
H 1.7648 0.9195 -1.5789 0.03 0.00 0.04

93
Properties=species:S:1:pos:R:3:forces:R:3 method="wB97M-V/def2-TZVPD" relative_energy_kj_mol=0.00 homo_energy_ev=-8.526 homo_lumo_gap_ha=0.318
Cs 0.1048 0.6290 0.4856 0.21 0.10 -0.22
C 1.2749 -3.2765 -1.1651 0.00 0.00 0.00
O 0.2383 -2.2728 -1.1314 -0.02 0.04 0.01
C -0.8557 -2.9274 -0.6633 0.01 -0.01 0.01
N -0.7109 -4.0981 -0.2026 0.00 0.00 0.01
C 0.7300 -4.3915 -0.2533 -0.01 0.00 0.01
C 1.3687 -4.3784 1.1185 0.00 0.00 -0.01
C 2.3897 -5.2782 1.4068 0.00 0.00 0.00
C 3.0556 -5.2272 2.6233 0.00 0.00 0.01
C 2.7085 -4.2650 3.5620 -0.01 -0.01 0.01
C 1.6950 -3.3593 3.2774 -0.02 -0.01 -0.01
C 1.0220 -3.4206 2.0647 0.02 0.02 0.00
C -2.1484 -2.2037 -0.7301 -0.05 -0.01 0.01
C -3.3251 -2.8917 -0.4503 0.00 -0.01 -0.02
C -4.5186 -2.2039 -0.5476 0.01 0.00 0.00
C -4.4978 -0.8618 -0.8977 0.00 0.01 -0.02
C -3.2673 -0.2606 -1.1192 -0.03 -0.02 0.00
N -2.1128 -0.9193 -1.0536 0.01 -0.01 0.01
C -3.1787 1.1974 -1.3734 0.02 0.00 0.02
N -2.1678 1.9184 -1.1344 -0.05 -0.05 0.00
C -2.5824 3.3121 -1.3388 -0.01 0.01 0.00
C -3.9122 3.1640 -2.0979 0.01 -0.02 0.02
O -4.3107 1.7998 -1.8216 0.01 0.02 0.00
C -1.5404 4.1368 -2.0467 -0.01 0.01 0.02
C -0.8195 3.6041 -3.1111 0.00 0.01 -0.02
C 0.1352 4.3728 -3.7597 0.00 -0.02 0.00
C 0.3801 5.6774 -3.3511 0.00 0.00 0.00
C -0.3351 6.2119 -2.2898 -0.03 0.01 -0.04
C -1.2915 5.4421 -1.6405 0.02 -0.02 0.01
H 2.2034 -2.8310 -0.8171 0.00 0.00 -0.01
H 1.3828 -3.6078 -2.1989 0.00 0.00 0.00
H 0.8848 -5.3726 -0.7032 -0.01 0.00 0.00
H 2.6628 -6.0297 0.6738 0.00 0.00 0.00
H 3.8414 -5.9405 2.8389 0.00 0.00 0.00
H 3.2260 -4.2224 4.5123 0.00 0.00 0.00
H 1.4222 -2.5823 3.9788 -0.01 0.00 0.01
H 0.2302 -2.7052 1.8725 -0.01 0.00 0.00
H -3.2748 -3.9330 -0.1671 0.00 0.00 0.00
H -5.4571 -2.7017 -0.3435 0.00 0.00 0.00
H -5.4050 -0.2807 -0.9786 0.00 0.00 0.00
H -2.7410 3.7425 -0.3455 0.00 0.00 0.00
H -3.7762 3.2679 -3.1764 0.00 -0.01 0.00
H -4.7019 3.8280 -1.7563 0.00 0.00 0.00
H -0.9917 2.5763 -3.4143 0.01 -0.01 0.01
H 0.7023 3.9454 -4.5770 0.00 0.00 0.00
H 1.1316 6.2722 -3.8541 0.00 0.00 0.00
H -0.1478 7.2276 -1.9641 0.00 0.01 0.00
H -1.8359 5.8508 -0.7959 0.00 0.00 0.00
N -0.6231 -0.1412 5.7535 -0.05 -0.16 0.03
C -1.6015 -0.5543 4.7437 -0.03 0.01 -0.01
C -0.9937 -0.5310 3.3359 -0.03 -0.02 -0.04
O 0.2653 -0.4749 3.2530 0.02 0.00 0.10
O -1.7989 -0.5855 2.3817 0.04 -0.07 0.02
H 0.2502 -0.6202 5.5615 0.00 -0.06 -0.01
H -0.9312 -0.3856 6.6859 0.01 0.02 0.00
H -2.4540 0.1244 4.7569 0.00 -0.01 -0.01
H -1.9880 -1.5688 4.8982 0.02 0.01 0.01
Se 3.9928 0.3149 -2.9472 0.01 -0.01 -0.01
Se 1.8347 1.1011 -3.0510 -0.03 0.02 0.03
C 0.8425 -0.3787 -3.7825 -0.01 0.00 0.01
C 1.3799 -1.5891 -4.1930 0.00 -0.01 0.00
C 0.4998 -2.5516 -4.6558 0.00 0.00 0.00
C -0.8599 -2.2756 -4.6819 0.00 -0.01 0.01
C -1.2812 -1.0239 -4.2651 0.00 0.01 -0.01
N -0.4472 -0.0824 -3.8296 0.00 0.00 -0.01
C 4.0115 -0.6434 -1.2637 -0.02 0.02 0.00
C 5.0054 -1.6043 -1.1080 0.01 -0.01 -0.01
C 5.0852 -2.2702 0.1037 0.00 0.00 0.00
C 4.1696 -1.9686 1.1003 -0.04 -0.04 -0.06
C 3.2106 -1.0059 0.8326 0.03 0.06 0.08
N 3.1341 -0.3413 -0.3246 -0.02 -0.02 0.04
H 2.4458 -1.7655 -4.1470 0.00 0.00 0.00
H 0.8718 -3.5125 -4.9901 0.00 0.00 0.00
H -1.5775 -3.0074 -5.0260 0.00 0.00 0.00
H -2.3329 -0.7591 -4.2803 0.00 0.00 0.00
H 5.6893 -1.8257 -1.9171 0.00 0.00 0.00
H 5.8449 -3.0251 0.2612 0.00 0.00 0.00
H 4.1674 -2.4852 2.0499 0.01 0.02 -0.01
H 2.4695 -0.7595 1.5881 0.01 -0.02 0.03
I 2.0289 5.8209 2.5435 0.02 0.02 -0.02
C 1.3248 5.2164 0.6383 0.00 0.00 0.07
I 2.4658 3.6787 -0.2699 0.02 0.03 0.01
H 1.3502 6.0756 -0.0189 0.00 -0.03 0.01
H 0.3190 4.8371 0.7680 -0.02 -0.01 0.00
N 0.3146 2.3563 4.7448 0.06 0.25 -0.15
N -0.6217 2.7452 3.8077 0.07 -0.03 0.00
N -1.8933 2.8534 4.0939 0.00 0.03 0.01
C -2.3799 3.2860 2.9333 0.00 -0.04 -0.02
N -1.4348 3.4352 2.0048 0.01 0.08 0.01
N -0.3021 3.0809 2.5913 -0.06 -0.07 -0.03
H -0.0506 1.4959 5.1940 -0.06 -0.04 0.14
H 1.1395 2.1016 4.2102 -0.01 0.02 -0.02
H -3.4257 3.4799 2.7725 0.00 0.01 0.00